# 1
C10H21Cl4FINNbS | the ωB97M-V functional and the def2-TZVPD basis

Last column: Löwdin charge in e.
Element x y z (Å)
I 1.645 -0.007 4.415  -0.10
Nb -0.471 -0.749 2.634  1.39
Cl 0.635 -3.430 -3.139  0.56
Cl 2.399 6.695 -1.779  0.51
Cl 3.424 3.460 -2.135  0.51
Cl -0.214 -0.123 -2.958  0.54
S 2.003 0.770 -0.271  0.51
F -0.610 -2.549 3.681  -0.59
N 0.961 -1.533 1.225  -0.16
C 1.331 -2.091 -4.083  -0.66
C 2.078 5.339 -0.666  -0.66
C -2.276 -1.256 1.296  -0.46
C 1.500 -0.567 0.594  -0.86
C 3.231 4.360 -0.610  -0.67
C -2.349 -2.806 0.920  -0.30
C 1.400 -0.802 -3.290  -0.68
C -2.431 -0.271 0.047  -0.18
C -1.344 -3.256 -0.231  -0.18
C -1.892 0.349 4.066  -0.38
H -3.178 -1.060 1.972  0.07
H -1.793 -4.183 -0.724  0.07
H -1.122 -2.448 -0.989  0.02
H -0.372 -3.612 0.247  0.06
H -2.243 -3.503 1.799  0.09
H 2.337 -2.399 -4.373  0.07
H 1.947 -0.048 -3.859  0.07
H -1.653 0.559 0.097  0.03
H 1.914 5.773 0.321  0.07
H 1.155 4.853 -0.982  0.07
H 0.737 -1.972 -4.990  0.06
H -2.733 0.788 3.448  -0.02
H -0.268 0.865 1.792  -0.08
H 1.907 -0.943 -2.337  0.01
H -2.220 -0.421 4.823  -0.01
H -2.450 -0.780 -0.959  0.04
H -3.434 0.267 0.150  0.07
H 3.050 3.621 0.172  0.05
H -3.402 -2.979 0.503  0.10
H -1.373 1.226 4.562  -0.04
H 4.174 4.863 -0.392  0.07

Results
HOMO-LUMO gap, eV: 7.17
E_tot, hartree: -3141.90229
E_HOMO, eV: -5.31
Net charge: -1
Largest force on an atom, eV/Å: 6.47

# 2
C2H3NOS | the ωB97M-V functional and the def2-TZVPD basis

Last column: Löwdin charge in e.
Element x y z (Å)
S 1.181 -1.550 3.251  0.78
O -1.219 -0.685 2.164  -0.03
N -0.295 0.342 1.709  -0.10
C 0.187 -0.542 2.558  -0.86
C 0.142 0.010 0.377  -0.05
H 0.772 0.830 -0.010  0.10
H -0.738 -0.077 -0.140  0.07
H 0.845 -0.854 0.398  0.09

Results
HOMO-LUMO gap, eV: 9.56
Energy relative to the best compared isomer or geometry (same formula, charge and spin), eV: 3.666
SMILES: CN1OC1=S
E_tot, hartree: -606.05264
E_HOMO, eV: -9.61
Net charge: 0
Largest force on an atom, eV/Å: 3.60

# 3
C16H31Cl8N3O2Pd | the ωB97M-V functional and the def2-TZVPD basis

Last column: Löwdin charge in e.
Element x y z (Å)
Pd 1.847 -1.337 2.677  0.85
Cl 2.456 -5.738 -0.716  0.58
Cl 2.028 3.064 -2.244  0.56
Cl -0.563 4.937 2.853  0.56
Cl -3.673 5.076 1.111  0.54
Cl 1.181 -3.911 -3.175  0.59
Cl 4.286 1.526 -1.264  0.52
Cl 2.341 0.291 -2.934  0.55
Cl 4.109 2.201 -4.053  0.59
O 2.616 0.716 2.952  -0.14
O 0.812 -1.101 0.807  -0.12
N -2.530 -2.486 -3.588  -0.06
N 3.755 2.721 2.929  -0.16
N -3.471 -2.703 -1.707  -0.03
C 0.533 0.030 0.086  -0.34
C -4.684 -3.629 0.263  -0.06
C -3.870 -2.477 -3.814  0.00
C 4.969 3.434 3.299  -0.02
C 0.025 1.153 0.981  -0.06
C -2.242 4.743 3.434  -0.64
C -2.320 -2.666 -2.315  -0.06
C -1.477 -2.350 -4.629  0.02
C 3.625 1.421 3.187  -0.26
C -3.105 4.010 2.444  -0.65
C 2.688 3.546 2.375  -0.03
C -3.618 -2.704 -0.226  -0.16
C 2.370 -3.320 -1.975  -0.64
C -4.469 -2.639 -2.637  0.01
C 3.178 1.796 -2.632  -2.07
C 2.218 -3.975 -0.611  -0.68
H 2.306 -2.239 -1.854  0.02
H -2.217 4.188 4.373  0.08
H -0.636 -1.777 -4.262  0.07
H 5.424 3.905 2.428  0.10
H -1.362 -2.596 -1.835  0.15
H 2.266 4.202 3.136  0.08
H 5.713 2.757 3.712  0.10
H 0.640 1.294 1.869  0.04
H 3.342 -3.578 -2.382  0.08
H -4.730 -3.579 1.347  0.09
H -4.262 -2.375 -4.809  0.15
H -2.622 5.733 3.651  0.07
H -5.660 -3.340 -0.128  0.08
H 4.741 4.187 4.053  0.11
H -2.645 -2.963 0.197  0.12
H -0.168 -0.238 -0.715  0.11
H 1.204 -3.877 -0.239  0.04
H 1.976 2.988 1.794  0.06
H -4.011 3.592 2.876  0.07
H -5.500 -2.662 -2.352  0.14
H 4.522 0.999 3.651  0.15
H -1.891 -1.868 -5.505  0.10
H 2.981 -3.548 0.037  0.07
H -4.512 -4.658 -0.046  0.10
H 1.467 0.286 -0.466  0.09
H -1.155 -3.357 -4.885  0.09
H -1.016 1.024 1.292  0.08
H 3.149 4.241 1.662  0.11
H -3.787 -1.670 0.091  0.13
H -2.579 3.181 1.977  0.04
H 0.008 2.116 0.454  0.08

Results
HOMO-LUMO gap (alpha / beta), eV: 8.43 / 6.07
Spin multiplicity: 3
E_tot, hartree: -4751.77390
E_HOMO (alpha / beta), eV: -14.49 / -14.49
Net charge: +2
Expectation value of S²: 2.009
Largest force on an atom, eV/Å: 2.36

# 4
C26H23As2F3N2OS5Ti | the ωB97M-V functional and the def2-TZVPD basis

Last column: Löwdin charge in e.
Element x y z (Å)
As 2.447 -2.288 1.079  1.14
As 0.032 -1.442 -1.153  1.09
Ti -0.948 0.688 0.185  0.12
S 0.870 0.903 1.892  0.43
S -2.152 2.353 1.542  0.50
S 0.615 1.657 -1.789  0.58
S -2.199 2.454 4.563  0.92
S 0.407 1.187 4.848  0.91
F -1.052 2.970 -5.865  0.09
F 0.357 1.564 -5.055  0.11
F 0.340 3.608 -4.361  0.12
O -1.047 2.007 6.895  -0.12
N -4.828 -5.342 2.597  0.10
N -1.912 1.316 -1.458  -0.18
C -1.006 1.759 -2.407  -0.70
C -1.037 -4.105 -0.490  -0.12
C -3.673 1.937 -2.942  -0.10
C -0.239 -5.565 1.235  -0.10
C -0.451 2.583 -4.709  -0.60
C -0.969 1.900 5.691  -1.07
C -3.297 -1.429 0.240  -0.14
C -4.271 -4.386 2.257  -0.22
C 0.815 -4.692 1.456  -0.13
C -1.383 2.001 3.075  -1.16
C 0.945 -3.519 0.723  -0.42
C -2.788 2.275 -3.945  -0.07
C -1.446 2.206 -3.648  -0.17
C -1.182 -1.819 -2.644  -0.28
C 1.685 -1.599 -2.193  -0.34
C -3.210 1.496 -1.717  -0.18
C -4.002 -2.542 0.671  -0.06
C -2.165 -0.924 0.914  -0.27
C -0.172 1.423 3.208  -1.17
C -1.167 -5.269 0.250  -0.10
C -3.586 -3.200 1.828  -0.27
C 2.423 -2.381 3.035  -0.34
C -2.483 -2.725 2.547  -0.05
C 3.887 -3.613 0.801  -0.34
C 0.007 -3.212 -0.256  -0.39
C -1.804 -1.614 2.089  -0.12
H 2.504 -1.100 -1.673  -0.01
H -2.007 -5.927 0.078  0.10
H 1.517 -1.090 -3.144  0.01
H -0.912 -2.747 -3.160  0.03
H -3.642 -0.937 -0.669  0.07
H 3.704 -4.539 1.344  0.00
H -4.858 -2.910 0.114  0.11
H -4.739 2.034 -3.094  0.09
H -2.158 -3.236 3.446  0.11
H 2.749 -3.359 3.398  0.01
H -0.945 -1.265 2.661  0.07
H -2.213 -1.864 -2.291  0.01
H 1.415 -2.174 3.378  0.01
H -3.122 2.613 -4.912  0.10
H -0.342 -6.461 1.834  0.09
H -1.787 -3.876 -1.235  0.08
H 4.830 -3.180 1.137  0.01
H -1.083 -0.970 -3.326  0.02
H 3.965 -3.835 -0.262  0.01
H 3.071 -1.597 3.426  0.01
H 1.535 -4.925 2.233  0.08
H 1.916 -2.656 -2.354  0.02
H -3.874 1.261 -0.891  0.10

Results
HOMO-LUMO gap (alpha / beta), eV: 4.62 / 4.16
E_tot, hartree: -8801.00954
E_HOMO (alpha / beta), eV: -0.22 / 0.23
Net charge: -2
Largest force on an atom, eV/Å: 1.29

# 5
CBr2F2N2O2 | the ωB97M-V functional and the def2-TZVPD basis

Last column: Löwdin charge in e.
Element x y z (Å)
Br -1.053 -2.297 -3.178  0.05
Br -0.540 -0.214 -2.466  0.07
F -0.944 2.070 0.329  -0.02
F -1.916 0.730 1.838  0.07
O 2.365 0.338 0.625  0.15
O 1.130 -1.307 -0.147  0.02
N -0.682 0.901 1.205  -0.01
N 1.386 -0.304 0.530  -0.43
C 0.254 0.083 1.265  0.10

Results
HOMO-LUMO gap, eV: 8.85
Energy relative to the best compared isomer or geometry (same formula, charge and spin), eV: 3.202
E_tot, hartree: -5645.49351
E_HOMO, eV: -10.25
Net charge: 0
Largest force on an atom, eV/Å: 3.58

# 6
C53H54IN3ORuS | the ωB97M-V functional and the def2-TZVPD basis

Last column: Löwdin charge in e.
Element x y z (Å)
I -2.805 2.400 -2.019  1.04
Ru -0.500 0.998 -1.038  1.10
S 2.020 -0.498 -3.051  1.01
O 1.533 0.744 -2.320  -0.61
N 0.418 0.843 1.061  0.07
N -2.799 2.110 0.899  0.00
N -1.701 -0.778 0.022  0.09
C -0.512 4.777 1.246  -0.04
C 2.349 3.923 1.727  -0.02
C -0.374 -2.937 -1.735  -0.05
C -0.183 -0.028 1.777  -0.14
C -4.012 -1.514 0.335  -0.12
C 2.077 -1.114 -5.666  -0.09
C 6.443 -1.337 -2.415  -0.05
C 2.370 1.250 -5.205  -0.07
C 0.005 -0.448 3.167  -0.11
C 4.246 -0.705 2.810  -0.06
C -3.441 2.799 -0.013  -0.73
C -1.567 -2.378 -2.513  -0.34
C -1.152 -0.998 1.154  -0.16
C -2.816 -1.542 -0.425  -0.15
C -0.867 -3.915 4.198  0.02
C -1.501 -4.298 3.040  -0.03
C 0.646 0.073 4.267  0.01
C 2.249 -0.873 -7.020  -0.05
C -0.364 -2.597 4.342  -0.13
C 0.203 3.665 0.482  -0.41
C -0.546 -1.750 3.246  -0.06
C 3.477 3.417 2.338  -0.03
C -5.101 -2.259 -0.104  -0.02
C 2.531 1.481 -6.564  -0.05
C 3.785 -0.734 -2.784  -0.38
C -1.229 -2.134 2.067  -0.09
C -1.710 -3.417 1.959  0.01
C -4.109 3.243 2.543  -0.03
C 3.643 2.048 2.457  -0.02
C 0.326 -2.043 5.447  0.03
C 4.724 0.280 -2.884  -0.06
C 2.472 0.425 -7.462  -0.05
C 2.942 -0.346 2.099  -0.36
C -5.068 -2.985 -1.277  -0.03
C 5.495 -2.347 -2.337  -0.05
C 2.674 1.150 2.035  -0.12
C 1.483 1.685 1.475  -0.14
C 2.154 -0.048 -4.779  -0.39
C -5.361 0.311 1.377  -0.05
C 0.703 4.144 -0.891  -0.06
C -3.132 2.333 2.172  -0.14
C 0.780 -0.744 5.407  -0.03
C -3.912 -2.969 -2.035  -0.02
C 2.997 -0.928 0.689  -0.05
C -2.787 -2.265 -1.631  -0.16
C -4.545 -1.584 2.802  -0.03
C -4.764 3.958 1.552  -0.02
C -1.318 -1.062 -3.273  -0.06
C -4.217 -0.687 1.596  -0.36
C 4.154 -2.045 -2.516  -0.10
C 6.060 -0.030 -2.689  -0.05
C 1.359 3.073 1.257  -0.14
C -4.425 3.737 0.224  -0.10
H -0.730 -4.630 4.999  0.13
H 1.062 1.071 4.260  0.13
H -0.813 4.433 2.235  0.09
H 4.276 -0.312 3.826  0.09
H -5.539 0.896 2.281  0.08
H -0.623 -1.198 -4.101  0.07
H -1.812 -3.117 -3.280  0.14
H 2.606 0.616 -8.518  0.12
H -5.931 -3.551 -1.597  0.12
H -4.422 -1.034 3.736  0.09
H 2.208 -1.690 -7.726  0.12
H -6.286 -0.207 1.131  0.09
H -0.075 4.697 -1.418  0.08
H 1.017 3.294 -1.515  0.05
H 0.073 -2.193 -1.074  0.05
H 2.401 2.062 -4.489  0.11
H 1.564 4.802 -0.778  0.09
H 2.142 -0.844 2.644  0.11
H 4.249 4.087 2.690  0.12
H 3.404 -2.823 -2.442  0.11
H 5.115 -0.338 2.261  0.09
H 6.812 0.744 -2.766  0.12
H 4.333 -1.790 2.866  0.09
H 0.130 5.649 1.365  0.09
H -6.000 -2.267 0.497  0.12
H -0.901 -0.263 -2.618  -0.04
H -3.878 -3.531 -2.960  0.12
H 1.291 -0.337 6.269  0.12
H -2.259 -0.691 -3.678  0.09
H -2.590 1.758 2.915  0.12
H 5.797 -3.365 -2.133  0.12
H 4.420 1.296 -3.099  0.12
H -1.407 5.095 0.707  0.08
H -4.894 4.276 -0.587  0.11
H 0.496 -2.643 6.332  0.13
H 0.395 -3.288 -2.418  0.07
H 7.488 -1.569 -2.255  0.12
H 2.082 -0.754 0.124  0.05
H 4.562 1.675 2.885  0.11
H 2.713 2.485 -6.922  0.12
H 3.165 -2.004 0.736  0.09
H -5.523 4.688 1.801  0.13
H -1.862 -5.314 2.945  0.12
H -0.691 -3.786 -1.127  0.09
H -2.218 -3.755 1.065  0.12
H 3.829 -0.477 0.149  0.09
H -5.138 0.990 0.552  0.07
H -3.898 -2.455 2.833  0.06
H 1.891 -2.119 -5.305  0.11
H -5.575 -1.936 2.754  0.09
H 2.236 4.992 1.605  0.12
H -0.537 2.872 0.314  0.03
H -4.340 3.397 3.587  0.12
H -3.314 -0.120 1.817  0.08

Results
HOMO-LUMO gap (alpha / beta), eV: 7.04 / 6.25
Spin multiplicity: 5
E_tot, hartree: -3081.76811
E_HOMO (alpha / beta), eV: -13.02 / -13.01
Net charge: +2
Expectation value of S²: 6.008
Largest force on an atom, eV/Å: 1.28